#P
DFT (ωB97M-V with the def2-TZVPD basis set) results for the molecule C3H5N3.

Geometry as XYZ:
```
11
Properties=species:S:1:pos:R:3:lowdin_charge:R:1
C 0.517 0.250 -1.621 -0.052
C 0.241 0.096 -0.161 -0.361
C -0.884 -0.351 0.486 -0.060
N -0.557 -0.269 1.797 -0.021
N 0.684 0.194 1.965 -0.023
N 1.171 0.416 0.786 0.029
H -0.259 -0.236 -2.220 0.073
H 0.559 1.307 -1.906 0.077
H 1.483 -0.198 -1.871 0.076
H -1.841 -0.712 0.139 0.115
H -1.113 -0.496 2.606 0.147
```

Computed properties:
- HOMO level: -0.350 hartree
- M: 83.09 g/mol
- Charge: 0
- SMILES: Cc1c[nH]nn1


#Q
DFT (ωB97M-V with the def2-TZVPD basis set) results for the molecule C3H5N3.

Geometry as XYZ:
```
11
Properties=species:S:1:pos:R:3:lowdin_charge:R:1
H 2.343 -0.869 1.664 0.053
N 1.419 -0.627 1.284 0.052
N 0.907 -1.710 0.961 -0.079
C -0.369 -1.584 0.309 -0.187
C -0.676 -0.504 -0.375 -0.047
C -0.332 0.642 -0.941 -0.228
N -0.591 1.916 -0.500 0.059
H -0.967 -2.486 0.389 0.079
H 0.200 0.582 -1.890 0.120
H -1.178 2.042 0.309 0.096
H -0.589 2.659 -1.177 0.083
```

Computed properties:
- HOMO level: -0.307 hartree
- M: 83.09 g/mol
- Charge: 0
- SMILES: [H]/N=N/C=C=CN


Stability ranking, top and bottom: #P is the most stable and #Q is the least stable.


#P
DFT (ωB97M-V with the def2-TZVPD basis set) results for the molecule C3H5N3.

Geometry as XYZ:
```
11
Properties=species:S:1:pos:R:3:lowdin_charge:R:1
C 0.265 1.548 -0.615 -0.048
C -0.052 0.175 -0.116 -0.355
C 0.846 -0.858 0.227 -0.117
N 0.161 -1.901 0.669 0.048
N -1.093 -1.498 0.562 -0.102
N -1.284 -0.260 0.132 0.095
H 1.166 1.915 -0.115 0.075
H 0.468 1.566 -1.691 0.077
H -0.555 2.238 -0.402 0.076
H 1.927 -0.873 0.219 0.103
H -1.807 -1.994 1.070 0.148
```

Computed properties:
- HOMO level: -0.360 hartree
- M: 83.09 g/mol
- Charge: 0
- SMILES: Cc1cn[nH]n1


#Q
DFT (ωB97M-V with the def2-TZVPD basis set) results for the molecule C3H5N3.

Geometry as XYZ:
```
11
Properties=species:S:1:pos:R:3:lowdin_charge:R:1
C -1.582 0.004 0.055 -0.021
N -0.174 -0.166 -0.202 -0.191
C 0.815 0.713 -0.068 -0.150
C 2.022 0.031 -0.189 -0.183
N 1.623 -1.300 -0.469 -0.015
N 0.352 -1.384 -0.508 0.032
H -2.060 -0.957 -0.126 0.088
H -1.754 0.307 1.095 0.093
H -1.976 0.761 -0.621 0.090
H 0.696 1.767 0.139 0.127
H 1.994 0.323 0.922 0.130
```

Computed properties:
- HOMO level: -0.334 hartree
- M: 83.09 g/mol
- Charge: 0
- SMILES: Cn1ccnn1


#R
DFT (ωB97M-V with the def2-TZVPD basis set) results for the molecule C3H5N3.

Geometry as XYZ:
```
11
Properties=species:S:1:pos:R:3:lowdin_charge:R:1
H 0.783 1.638 -2.076 0.037
N -0.029 1.396 -1.549 0.136
C 0.257 0.697 -0.538 -0.562
N 1.474 0.155 -0.185 0.091
C -0.748 0.482 0.586 -0.120
C -0.852 -0.999 0.866 -0.226
N -0.632 -2.116 1.112 0.130
H 2.114 0.243 -1.027 0.123
H 1.587 -0.804 0.169 0.096
H -1.817 0.776 0.280 0.136
H -0.297 1.025 1.520 0.157
```

Computed properties:
- HOMO level: -0.369 hartree
- M: 83.09 g/mol
- Charge: 0
- SMILES: [H]/N=C(\N)CC#N


#S
DFT (ωB97M-V with the def2-TZVPD basis set) results for the molecule C3H5N3.

Geometry as XYZ:
```
11
Properties=species:S:1:pos:R:3:lowdin_charge:R:1
C -1.242 -0.812 -0.290 -0.043
C 0.112 -0.434 0.315 -0.439
N 0.123 0.881 0.911 0.101
C 1.054 1.484 0.291 -0.179
N 1.721 0.683 -0.713 0.034
N 1.170 -0.435 -0.708 0.044
H -1.092 -1.487 -1.136 0.073
H -1.756 0.086 -0.640 0.079
H -1.876 -1.308 0.449 0.075
H 0.422 -1.168 1.071 0.153
H 1.363 2.511 0.450 0.103
```

Computed properties:
- HOMO level: -0.373 hartree
- M: 83.09 g/mol
- Charge: 0
- SMILES: C[C@@H]1N=CN=N1


Stability ranking, top and bottom: #P is the most stable and #Q is the least stable.


#P
DFT (ωB97M-V with the def2-TZVPD basis set) results for the molecule C3H5N3.

Geometry as XYZ:
```
11
Properties=species:S:1:pos:R:3:lowdin_charge:R:1
N -1.993 0.003 0.038 0.084
C -0.633 -0.010 -0.062 -0.503
C 0.128 1.079 -0.063 -0.132
N 1.391 0.607 0.069 0.009
C 1.286 -0.746 0.033 -0.219
N 0.045 -1.178 -0.092 0.119
H -2.383 0.921 -0.035 0.071
H -2.645 -0.791 0.293 0.126
H -0.102 2.186 0.099 0.138
H 2.292 1.196 -0.122 0.200
H 2.054 -1.469 0.208 0.105
```

Computed properties:
- HOMO level: -0.273 hartree
- M: 83.09 g/mol
- Charge: 0
- SMILES: Nc1c[nH]cn1


#Q
DFT (ωB97M-V with the def2-TZVPD basis set) results for the molecule C3H5N3.

Geometry as XYZ:
```
11
Properties=species:S:1:pos:R:3:lowdin_charge:R:1
H -1.967 -1.763 -2.291 0.038
N -1.142 -1.921 -1.688 0.049
C -0.989 -0.925 -0.848 -0.279
N 0.072 -0.774 0.096 -0.046
C -0.049 0.261 1.052 -0.248
C 0.859 1.518 0.811 -0.148
N 1.732 2.327 0.661 0.102
H -1.530 0.106 -0.831 0.144
H 0.881 -1.402 0.198 0.151
H 0.125 -0.060 2.143 0.142
H -1.071 0.570 1.205 0.094
```

Computed properties:
- HOMO level: -0.360 hartree
- M: 83.09 g/mol
- Charge: 0
- SMILES: [H]/N=C/NCC#N


Stability ranking, top and bottom: #P is the most stable and #Q is the least stable.


#P
DFT (ωB97M-V with the def2-TZVPD basis set) results for the molecule C3H5N3.

Geometry as XYZ:
```
11
Properties=species:S:1:pos:R:3:lowdin_charge:R:1
N 0.642 -0.623 1.679 0.106
C -0.177 -0.181 0.694 -0.274
N 1.444 -0.549 -1.289 0.062
N 0.563 0.232 -1.580 -0.201
C -0.401 0.757 -0.566 -0.198
C -1.355 -0.075 0.146 0.003
H 0.329 -0.745 2.630 0.092
H 1.527 -1.038 1.422 0.083
H 0.487 0.656 -2.525 0.120
H -0.657 1.807 -0.839 0.120
H -2.413 -0.228 0.226 0.088
```

Computed properties:
- HOMO level: -0.288 hartree
- M: 83.09 g/mol
- Charge: 0


#Q
DFT (ωB97M-V with the def2-TZVPD basis set) results for the molecule C3H5N3.

Geometry as XYZ:
```
11
Properties=species:S:1:pos:R:3:lowdin_charge:R:1
N 0.722 -1.113 -1.324 0.077
C 0.230 -0.296 -0.303 -0.339
C 0.575 -0.234 1.066 -0.137
N -0.280 0.505 1.771 0.017
N -1.015 1.128 0.842 -0.061
C -0.666 0.741 -0.431 -0.084
H 1.460 -1.743 -1.054 0.078
H 0.033 -1.596 -1.889 0.088
H 1.587 -0.380 1.424 0.105
H -1.921 1.511 1.080 0.143
H -0.664 1.426 -1.265 0.113
```

Computed properties:
- HOMO level: -0.303 hartree
- M: 83.09 g/mol
- Charge: 0
- SMILES: Nc1cn[nH]c1


Stability ranking, top and bottom: #Q is the most stable and #P is the least stable.


#P
DFT (ωB97M-V with the def2-TZVPD basis set) results for C3H4I2O as an isolated structure.

Geometry as XYZ:
```
10
Properties=species:S:1:pos:R:3:lowdin_charge:R:1
C -1.374 -0.261 0.760 0.007
C -0.297 0.428 0.432 -0.395
C 0.943 0.000 -0.143 -1.291
O 0.672 0.252 -1.955 -0.224
I 1.545 -2.002 0.088 0.847
I 2.548 1.339 0.155 0.869
H -2.277 0.170 1.182 0.066
H -1.447 -1.379 0.674 0.063
H -0.141 1.532 0.767 0.100
H -0.173 -0.080 -1.961 -0.043
```

Computed properties:
- HOMO level: -0.350 hartree
- M: 309.87 g/mol
- Charge: 0


#Q
DFT (ωB97M-V with the def2-TZVPD basis set) results for a 2-piece molecular cluster, C3H4I2O overall.

Geometry as XYZ:
```
10
Properties=species:S:1:pos:R:3:lowdin_charge:R:1
C 1.608 0.505 0.401 -0.127
C 0.624 0.882 -0.390 -0.726
I -0.690 2.457 0.106 0.764
H 2.275 -0.291 0.109 0.065
H 1.790 0.962 1.361 0.051
H 0.440 0.464 -1.365 0.025
O -0.897 -1.717 -1.168 -0.028
C -1.246 -1.301 -0.123 -0.794
I -3.281 -0.806 0.307 0.726
H -0.623 -1.155 0.761 0.046
```

Computed properties:
- HOMO level: -0.340 hartree
- M: 309.87 g/mol
- Charge: 0
- SMILES: C=CI.O=CI


Stability ranking, top and bottom: #Q is the most stable and #P is the least stable.


#P
DFT (ωB97M-V with the def2-TZVPD basis set) results for the molecule C8H9NO3.

Geometry as XYZ:
```
21
Properties=species:S:1:pos:R:3:lowdin_charge:R:1
C 2.060 -1.356 0.904 0.021
N 2.404 -0.181 0.188 -0.154
O 3.722 0.209 0.004 0.033
C 1.588 0.590 -0.426 -0.474
O 2.019 1.652 -0.935 0.037
C 0.159 0.363 -0.379 -0.163
C -0.585 -0.216 -1.386 -0.028
C -1.943 -0.487 -1.225 -0.014
C -2.670 0.142 -0.224 -0.331
O -3.998 -0.186 -0.114 0.031
C -2.026 0.913 0.733 -0.017
C -0.631 0.980 0.654 -0.003
H 1.377 -0.828 1.655 0.133
H 2.896 -1.893 1.358 0.108
H 1.626 -2.015 0.244 0.068
H 3.533 1.082 -0.468 0.102
H -0.084 -0.851 -2.126 0.126
H -2.451 -1.051 -2.094 0.150
H -4.319 -0.002 0.807 0.128
H -2.570 1.422 1.504 0.110
H -0.108 1.713 1.328 0.139
```

Computed properties:
- HOMO level: -0.327 hartree
- M: 167.16 g/mol
- Charge: 0
- SMILES: CN(O)C(=O)c1ccc(O)cc1


#Q
DFT (ωB97M-V with the def2-TZVPD basis set) results for the molecule C8H9NO3.

Geometry as XYZ:
```
21
Properties=species:S:1:pos:R:3:lowdin_charge:R:1
C 3.364 -0.491 -0.031 -0.010
C 2.104 0.404 0.021 -0.483
O 1.890 1.498 0.526 0.049
N 1.107 -0.275 -0.570 0.159
C -0.250 0.066 -0.700 -0.360
C -0.668 1.388 -0.403 0.018
C -1.974 1.700 -0.135 -0.083
C -2.881 0.757 0.326 -0.094
C -2.553 -0.573 0.366 -0.012
C -1.379 -1.062 -0.189 -0.455
O -0.787 -2.110 0.385 0.110
O -0.963 -0.770 -1.468 0.163
H 4.276 0.098 0.215 0.080
H 3.306 -1.381 0.723 0.112
H 3.600 -1.089 -0.980 0.098
H 1.355 -1.016 -1.119 0.113
H 0.266 1.997 -0.266 0.120
H -2.294 2.768 0.181 0.136
H -3.809 1.075 0.707 0.091
H -3.084 -1.137 1.120 0.121
H -0.627 -1.847 1.291 0.127
```

Computed properties:
- HOMO level: -0.314 hartree
- M: 167.16 g/mol
- Charge: 0
- SMILES: CC(=O)N[C@]12C=CC=C[C@@]1(O)O2


Stability ranking, top and bottom: #P is the most stable and #Q is the least stable.